No. 1
Below is a 9-piece molecular cluster, C27H75N3O12 overall at a distorted geometry, with properties calculated with wB97M-V/def2-TZVPD.

Highest occupied orbital energy (eV): -9.0776
SMILES: COC[C@H](C)N.COC[C@H](C)N.COC[C@H](C)N.CC(C)O.CC(C)O.CC(C)O.OCCO.OCCO.OCCO
Energy (eV): -58252.1041
Frontier orbital gap (eV): 9.6
ΔE to the lowest compared entry with this formula, charge and spin (kJ/mol): 0.0
Charge: 0
Molecular weight (g/mol): 633.91

Each line ends with the Löwdin charge.
Element x y z (Å)
C 2.791 -4.297 -0.561  -0.05
C 4.097 -3.511 -0.673  -0.42
C 4.404 -3.177 -2.124  -0.21
O 4.587 -4.350 -2.908  -0.19
C 5.905 -4.829 -2.873  -0.12
N 4.059 -2.267 0.134  0.06
H 2.552 -4.608 0.455  0.07
H 2.848 -5.210 -1.165  0.08
H 1.964 -3.725 -0.995  0.08
H 4.903 -4.122 -0.260  0.13
H 5.351 -2.618 -2.147  0.12
H 3.639 -2.575 -2.615  0.12
H 5.966 -5.738 -3.471  0.09
H 6.247 -5.023 -1.854  0.08
H 6.592 -4.126 -3.371  0.09
H 4.058 -2.573 1.103  0.05
H 3.121 -1.871 0.060  0.05
C -0.602 -0.592 -3.765  -0.07
C -1.003 -1.560 -4.858  -0.43
C -1.338 -2.862 -4.152  -0.23
O -1.965 -3.740 -5.070  -0.20
C -2.465 -4.929 -4.475  -0.09
N -2.142 -1.039 -5.640  0.05
H -1.411 -0.437 -3.042  0.08
H -0.318 0.374 -4.182  0.09
H 0.222 -1.016 -3.181  0.07
H -0.151 -1.737 -5.519  0.14
H -2.047 -2.659 -3.341  0.11
H -0.386 -3.310 -3.835  0.14
H -2.606 -4.789 -3.396  0.07
H -1.761 -5.748 -4.628  0.09
H -3.441 -5.134 -4.910  0.09
H -2.455 -0.159 -5.246  0.06
H -2.926 -1.677 -5.567  0.06
C -1.150 0.553 5.355  -0.07
C -0.718 1.991 5.320  -0.45
C -1.747 2.771 4.506  -0.21
O -1.360 4.130 4.366  -0.19
C -0.776 4.463 3.126  -0.11
N -0.592 2.509 6.691  0.04
H -0.945 0.010 4.423  0.07
H -2.196 0.419 5.631  0.09
H -0.531 -0.049 6.030  0.08
H 0.249 2.113 4.825  0.14
H -2.704 2.742 5.034  0.13
H -1.827 2.300 3.517  0.11
H -1.330 4.021 2.290  0.06
H 0.286 4.201 3.097  0.09
H -0.863 5.546 3.017  0.09
H -1.523 2.465 7.108  0.07
H -0.435 3.514 6.619  0.07
C -0.544 4.518 -1.157  -0.05
C -2.019 4.537 -1.457  -0.48
C -2.626 5.931 -1.349  -0.05
O -2.265 4.091 -2.810  -0.05
H -0.304 4.501 -0.088  0.07
H -0.004 5.409 -1.492  0.09
H -0.078 3.634 -1.601  0.08
H -2.589 3.872 -0.804  0.10
H -2.620 6.287 -0.311  0.07
H -3.654 5.916 -1.699  0.08
H -1.991 6.635 -1.889  0.08
H -1.424 3.885 -3.228  0.07
C 5.489 2.291 -2.464  -0.07
C 4.117 1.721 -2.201  -0.48
C 3.717 0.618 -3.164  -0.06
O 4.042 1.234 -0.843  -0.07
H 6.270 1.523 -2.472  0.08
H 5.737 3.020 -1.694  0.08
H 5.556 2.733 -3.463  0.08
H 3.355 2.501 -2.208  0.13
H 2.835 0.103 -2.780  0.06
H 4.509 -0.114 -3.339  0.07
H 3.437 1.024 -4.142  0.08
H 4.740 0.575 -0.748  0.08
C -1.493 -2.210 -0.297  -0.05
C -2.790 -2.638 0.369  -0.48
C -4.009 -2.474 -0.533  -0.05
O -2.687 -3.957 0.898  -0.05
H -0.679 -2.518 0.373  0.08
H -1.393 -1.126 -0.367  0.05
H -1.311 -2.738 -1.234  0.07
H -2.956 -1.983 1.227  0.14
H -3.974 -1.463 -0.962  0.08
H -4.927 -2.595 0.035  0.08
H -4.016 -3.110 -1.424  0.07
H -2.272 -4.528 0.244  0.08
C 0.210 1.334 0.817  -0.22
C 1.095 0.155 0.543  -0.26
O 1.216 -0.167 -0.814  -0.06
O -1.086 1.013 0.295  -0.08
H 0.588 2.249 0.346  0.11
H 0.150 1.527 1.896  0.11
H 0.687 -0.700 1.109  0.10
H 2.087 0.343 0.958  0.12
H 0.349 -0.342 -1.193  0.04
H -1.666 1.772 0.442  0.05
C 1.232 -3.092 4.860  -0.25
C 1.052 -2.614 3.433  -0.24
O 2.253 -2.811 2.702  -0.08
O 0.002 -2.952 5.563  -0.06
H 2.056 -2.565 5.354  0.12
H 1.477 -4.162 4.793  0.13
H 0.845 -1.531 3.441  0.11
H 0.201 -3.073 2.937  0.13
H 2.976 -2.600 3.300  0.08
H 0.077 -3.434 6.391  0.09
C -4.639 3.295 1.113  -0.21
C -4.739 4.503 2.004  -0.25
O -4.861 3.997 3.314  -0.05
O -3.423 2.596 1.411  -0.09
H -4.572 3.637 0.077  0.11
H -5.491 2.620 1.200  0.13
H -5.558 5.173 1.712  0.13
H -3.829 5.111 1.879  0.12
H -4.831 4.649 4.019  0.10
H -3.166 2.902 2.289  0.03

=====

No. 2
Below is a 11-piece molecular cluster, C27H76O11 overall at a distorted geometry, with properties calculated with wB97M-V/def2-TZVPD.

Highest occupied orbital energy (eV): -9.6865
SMILES: CC(C)O.CC(C)O.CC(C)O.CC(C)O.CC(C)O.CCO.CCO.CCO.CCO.CCO.CCO
Energy (eV): -51751.5407
Frontier orbital gap (eV): 10.0
ΔE to the lowest compared entry with this formula, charge and spin (kJ/mol): 190.0
Charge: 0
Molecular weight (g/mol): 576.89

Each line ends with the Löwdin charge.
Element x y z (Å)
C -10.387 -7.781 6.294  -0.04
C -10.870 -8.436 5.058  -0.52
C -9.948 -9.514 4.499  -0.04
O -12.139 -9.078 5.257  -0.11
H -10.245 -8.625 7.014  0.08
H -11.200 -7.062 6.653  0.10
H -9.448 -7.293 6.065  0.08
H -10.992 -7.667 4.248  0.15
H -9.818 -10.297 5.248  0.07
H -8.980 -8.976 4.422  0.09
H -10.346 -9.883 3.528  0.08
H -12.759 -8.372 5.584  0.06
C -13.807 -14.882 7.920  -0.05
C -13.290 -16.129 8.610  -0.49
C -14.362 -17.183 8.762  -0.06
O -12.250 -16.753 7.868  -0.04
H -14.798 -14.641 8.400  0.10
H -13.978 -15.048 6.834  0.08
H -13.145 -14.049 8.078  0.05
H -12.872 -15.762 9.594  0.15
H -13.929 -18.170 8.971  0.08
H -14.759 -17.389 7.764  0.09
H -15.138 -17.024 9.469  0.07
H -11.728 -17.242 8.461  0.06
C -10.871 -13.613 5.014  -0.06
C -9.595 -14.152 5.652  -0.51
C -9.616 -13.670 7.124  -0.05
O -9.385 -15.524 5.543  -0.03
H -10.909 -14.062 3.985  0.10
H -10.813 -12.510 4.906  0.08
H -11.704 -14.003 5.586  0.06
H -8.838 -13.662 5.062  0.13
H -10.388 -14.188 7.660  0.06
H -9.843 -12.618 7.105  0.05
H -8.621 -13.840 7.544  0.08
H -10.123 -15.997 5.944  0.08
C -10.039 -11.770 10.336  -0.04
C -9.845 -10.272 10.326  -0.45
C -8.702 -9.843 9.378  -0.04
O -11.060 -9.550 9.968  -0.10
H -10.762 -11.907 11.093  0.04
H -9.160 -12.331 10.612  0.09
H -10.326 -12.150 9.365  0.06
H -9.732 -10.007 11.359  0.13
H -8.787 -8.756 9.265  0.08
H -8.785 -10.453 8.448  0.08
H -7.734 -10.117 9.856  0.08
H -11.402 -9.958 9.128  0.06
C -18.136 -12.484 6.682  -0.07
C -17.991 -11.667 7.925  -0.52
C -19.182 -11.925 8.875  -0.06
O -16.778 -11.957 8.586  -0.08
H -19.207 -12.370 6.393  0.09
H -18.080 -13.585 6.841  0.09
H -17.494 -12.115 5.821  0.09
H -18.037 -10.549 7.666  0.15
H -19.006 -11.542 9.875  0.07
H -19.395 -12.983 9.005  0.08
H -20.050 -11.501 8.388  0.07
H -16.688 -11.477 9.445  0.09
C -14.874 -5.820 7.779  -0.09
C -13.927 -6.943 7.451  -0.29
O -13.492 -6.850 6.090  -0.10
H -14.563 -4.862 7.299  0.09
H -15.052 -5.579 8.828  0.08
H -15.850 -5.962 7.389  0.05
H -14.281 -7.921 7.732  0.09
H -13.052 -6.742 8.059  0.12
H -14.326 -6.956 5.601  0.11
C -15.251 -14.750 3.880  -0.07
C -16.485 -15.548 4.282  -0.32
O -16.390 -15.832 5.641  -0.07
H -14.443 -15.424 4.075  0.07
H -15.272 -13.793 4.421  0.07
H -15.082 -14.561 2.843  0.05
H -16.551 -16.477 3.796  0.10
H -17.400 -15.032 4.026  0.10
H -16.115 -15.104 6.160  0.03
C -17.129 -7.918 11.442  -0.09
C -16.414 -8.340 10.174  -0.32
O -14.995 -8.287 10.237  -0.09
H -16.990 -8.728 12.123  0.05
H -18.240 -7.779 11.354  0.09
H -16.777 -6.999 11.929  0.08
H -16.728 -7.674 9.329  0.12
H -16.741 -9.356 9.974  0.08
H -14.685 -8.762 11.030  0.05
C -14.446 -11.402 1.271  -0.10
C -13.247 -10.501 1.126  -0.31
O -12.413 -10.498 2.302  -0.08
H -15.093 -11.014 2.104  0.08
H -14.141 -12.424 1.615  0.07
H -15.137 -11.559 0.438  0.07
H -13.578 -9.479 0.826  0.12
H -12.639 -10.825 0.303  0.10
H -12.632 -9.824 2.919  0.04
C -14.096 -11.560 6.423  -0.07
C -13.620 -11.084 7.802  -0.24
O -12.240 -10.605 7.722  -0.14
H -13.395 -12.261 5.993  0.05
H -14.138 -10.698 5.712  0.08
H -15.115 -11.990 6.471  0.05
H -13.635 -11.885 8.547  0.09
H -14.180 -10.181 8.209  0.11
H -12.021 -10.168 6.871  0.06
C -14.606 -11.419 12.620  -0.08
C -13.325 -11.044 11.917  -0.32
O -13.155 -9.621 11.874  -0.09
H -15.420 -10.784 12.236  0.07
H -14.548 -11.259 13.700  0.08
H -14.780 -12.489 12.512  0.08
H -13.458 -11.552 10.973  0.09
H -12.433 -11.549 12.349  0.11
H -12.453 -9.490 11.204  0.06